A cluster of 10 separate species, C45H42BF4O27 in total in a non-equilibrium geometry. Source: the OMol25 dataset; level of theory: wB97M-V/def2-TZVPD.

```
119
Properties=species:S:1:pos:R:3
B -8.82673 2.51786 36.09151
F -9.11171 2.92687 37.36282
F -7.99826 3.36517 35.45109
F -8.25042 1.24478 36.23183
F -9.97300 2.41479 35.29766
C -8.32811 5.38516 31.47106
C -7.76071 5.37425 32.93713
C -6.35077 5.17248 33.15800
O -5.83230 5.06480 34.19917
C -5.44925 5.19876 31.94177
C -5.99042 5.21615 30.55344
C -7.48698 5.28048 30.27757
O -7.97915 5.15443 29.14050
O -5.21299 5.18888 29.40415
O -8.59472 5.45859 33.93396
H -9.35772 5.63917 31.44725
H -4.40612 5.18182 32.38816
H -4.30960 5.07364 29.41838
H -8.32085 4.70885 34.61531
C -11.88365 -3.64036 34.70484
C -10.60297 -4.18458 34.19644
C -9.26582 -3.60689 34.49501
O -8.12350 -3.97403 34.14602
C -9.38447 -2.24068 35.11553
C -10.68123 -1.57262 35.47344
C -11.94808 -2.35286 35.32710
O -13.16342 -1.80401 35.70092
O -10.88580 -0.22362 35.72158
O -10.51817 -5.46885 33.59447
H -12.73296 -4.04255 34.38967
H -8.43582 -1.78160 35.03404
H -10.04557 0.16757 35.86254
H -9.67104 -5.46561 33.15600
C -2.96696 2.71125 37.06022
C -4.44817 3.22318 36.89694
C -4.92078 4.25946 37.78837
O -6.08880 4.69436 37.54294
C -4.03235 4.81148 38.76087
C -2.55945 4.27768 38.93198
C -2.10029 3.23369 38.03886
O -0.92109 2.86169 38.26025
O -1.68368 4.86910 39.70663
O -5.16278 2.53383 36.02615
H -2.55956 1.83270 36.37923
H -4.41962 5.74838 39.26072
H -1.92020 5.75136 39.99417
H -6.05137 2.97361 36.21383
C -12.28246 3.85265 30.87411
C -11.69630 3.69433 32.35842
C -12.31022 4.49338 33.50802
O -12.11923 4.35529 34.62568
C -13.35155 5.48666 33.12746
C -13.75958 5.70331 31.62853
C -13.38791 4.74162 30.57019
O -13.88802 4.80216 29.47171
O -14.32835 6.88042 31.16055
O -10.60176 2.86866 32.70578
H -11.85176 3.18850 30.15277
H -13.60303 6.27343 33.73668
H -14.33174 7.47317 31.86009
H -10.59656 2.91223 33.76408
C -6.28395 1.79394 30.52014
C -7.58194 1.27922 31.34558
C -7.41098 0.73458 32.67324
O -8.46115 0.25269 33.30291
C -6.11931 0.82470 33.34530
C -4.98326 1.56273 32.76104
C -5.07546 1.84180 31.27100
O -4.02913 2.23523 30.59023
O -3.82704 1.70051 33.45248
O -8.72684 1.09993 30.74799
H -6.32135 2.05496 29.42379
H -6.15944 0.59384 34.35307
H -3.79009 1.58487 34.44203
H -9.16096 0.71232 31.62525
C -8.72207 5.13603 41.92802
C -8.51585 4.13465 40.64866
C -7.21118 3.41639 40.38024
O -7.00258 2.69085 39.37859
C -6.17205 3.61425 41.39968
C -6.33591 4.59468 42.63085
C -7.60484 5.35520 42.71685
O -7.64314 6.21591 43.57579
O -5.45418 4.49948 43.63210
O -9.60848 3.77540 39.79801
H -9.69182 5.78963 41.87233
H -5.44531 3.09195 41.32455
H -4.78106 3.99170 43.23922
H -9.13621 3.54393 38.99167
C -13.19011 -0.12492 38.84841
C -12.94667 1.33966 39.10004
O -13.12521 1.86866 40.24678
C -12.53251 2.34679 38.02461
H -14.10564 -0.49383 38.63872
H -13.31654 -0.77987 39.86394
H -12.51225 -0.61536 38.17530
H -12.30871 3.31378 38.35477
H -13.39817 2.53130 37.32842
H -11.70205 1.93447 37.54235
C -9.35802 -0.05246 39.61831
C -8.79821 -1.37946 40.24420
O -8.80877 -1.52932 41.43408
C -8.41081 -2.51166 39.26063
H -10.00857 -0.26328 38.74691
H -8.57807 0.59448 39.16577
H -9.86800 0.75879 40.47619
H -7.46207 -2.29130 38.86348
H -9.08051 -2.70529 38.35855
H -8.14331 -3.45058 39.72365
C -9.17358 8.40795 37.07079
C -10.52101 7.75720 37.22089
O -11.43999 8.30735 37.88088
C -10.72413 6.27189 36.93092
H -8.41055 7.78472 37.44211
H -9.32271 9.34992 37.45064
H -8.94023 8.37359 35.92543
H -10.19535 5.62858 37.61598
H -10.27967 6.01049 35.95842
H -11.78358 5.96227 36.98952
```

Its HOMO energy is -7.03 eV. The HOMO-LUMO gap comes out at 0.226 hartree. Its total charge is -1. The relative energy (zero: lowest compared OMol25 entry of this formula, charge and spin) is 95.2 kcal/mol.

Atom charges from the Mulliken analysis, given in e for atoms 1 to 4: atom 1 (B): -0.488, atom 2 (F): 0.137, atom 3 (F): 0.524, atom 4 (F): -0.419